[1]
Computed, not measured: a 4-piece molecular cluster, CH9NO3 overall at a distorted geometry, with ωB97M-V/def2-TZVPD.

The calculation puts the largest force on an atom at 9.07 eV Å⁻¹. The electronic energy is -8800.5092 eV. The expectation value of S² is 0.7544. As for the HOMO energy (alpha / beta): -13.951 / -13.557 eV. The value obtained for the energy above the lowest of the compared OMol25 structures with the same formula, charge and spin is 125.9 kcal/mol. The spin multiplicity is 2. For the HOMO-LUMO gap (alpha / beta), the calculation gives 0.191 / 0.176 Ha. The charge is +1.

The geometry in XYZ format:
```
14
CH9NO3 ωB97M-V/def2-TZVPD
O 3.6993 -0.2726 -0.7809
O 2.4373 0.5384 1.1682
O 0.4195 -0.1721 -0.7451
N -3.3163 -0.0654 -0.6035
C -2.0608 0.0107 0.3061
H -3.8860 0.6920 -0.2257
H 3.6266 0.3328 0.0690
H -0.4066 -0.6667 -0.4309
H -2.4769 0.4630 1.1166
H 0.9076 -0.0074 0.0854
H -1.7076 -1.0495 0.5426
H 3.7846 -1.1869 -0.4970
H 2.0716 1.2447 1.5792
H -3.0922 0.1388 -1.5840
```

---

[2]
Computed, not measured: a 4-piece molecular cluster, CH9NO3 overall at a distorted geometry, with ωB97M-V/def2-TZVPD.

The calculation puts the largest force on an atom at 3.08 eV Å⁻¹. The electronic energy is -8804.1082 eV. The expectation value of S² is 0.7566. As for the HOMO energy (alpha / beta): -14.039 / -14.039 eV. The value obtained for the energy above the lowest of the compared OMol25 structures with the same formula, charge and spin is 42.9 kcal/mol. The spin multiplicity is 2. For the HOMO-LUMO gap (alpha / beta), the calculation gives 0.276 / 0.149 Ha. The charge is +1.

The geometry in XYZ format:
```
14
CH9NO3 ωB97M-V/def2-TZVPD
O -0.2271 1.1405 -1.4531
O -2.5597 2.6572 0.9425
O 4.5320 -1.7472 -1.0053
N -0.5886 -1.3003 1.1376
C -1.7836 -1.0788 0.8290
H 5.0367 -1.6817 -1.8190
H -0.4624 0.4812 -2.1198
H -1.9908 -0.6256 -0.1688
H -2.7148 -1.4437 1.2814
H -0.5562 -2.2244 1.6191
H 5.0470 -2.4544 -0.6194
H 0.6652 0.8726 -1.2114
H -1.5878 2.6350 0.8378
H -2.6199 3.4848 1.4366
```

---

Q: The lowest largest force on an atom belongs to which entry?
A: number 2

---

Q: Number 2 is which compound?
A: CH9NO3

---

Repeat the second record exactly.
Computed, not measured: a 4-piece molecular cluster, CH9NO3 overall at a distorted geometry, with ωB97M-V/def2-TZVPD.

The calculation puts the largest force on an atom at 3.08 eV Å⁻¹. The electronic energy is -8804.1082 eV. The expectation value of S² is 0.7566. As for the HOMO energy (alpha / beta): -14.039 / -14.039 eV. The value obtained for the energy above the lowest of the compared OMol25 structures with the same formula, charge and spin is 42.9 kcal/mol. The spin multiplicity is 2. For the HOMO-LUMO gap (alpha / beta), the calculation gives 0.276 / 0.149 Ha. The charge is +1.

The geometry in XYZ format:
```
14
CH9NO3 ωB97M-V/def2-TZVPD
O -0.2271 1.1405 -1.4531
O -2.5597 2.6572 0.9425
O 4.5320 -1.7472 -1.0053
N -0.5886 -1.3003 1.1376
C -1.7836 -1.0788 0.8290
H 5.0367 -1.6817 -1.8190
H -0.4624 0.4812 -2.1198
H -1.9908 -0.6256 -0.1688
H -2.7148 -1.4437 1.2814
H -0.5562 -2.2244 1.6191
H 5.0470 -2.4544 -0.6194
H 0.6652 0.8726 -1.2114
H -1.5878 2.6350 0.8378
H -2.6199 3.4848 1.4366
```